1.
89
Properties=species:S:1:pos:R:3 method="wB97M-V/def2-TZVPD" multiplicity=1 lumo_energy_ev=0.186 relative_energy_kj_mol=324.84 homo_ev=-9.41 smiles=OCCO.OCCO.OCCO.OCCO.OCCO.OCCO.OCCO.OCCO.CCO total_charge=0
O -2.63370 -5.47252 0.72102
C -1.41461 -4.73780 0.85288
C -1.37306 -3.36068 0.18222
O -2.36434 -2.37569 0.52334
H -2.26635 -6.32172 0.97699
H -1.06473 -4.45143 1.84468
H -0.61855 -5.23549 0.29909
H -1.39541 -3.62587 -0.87480
H -0.34359 -3.03595 0.33328
H -2.00137 -1.72694 1.13076
O -0.00489 1.31950 -1.62997
C 0.06787 1.47625 -0.24058
C 0.47762 0.17274 0.50092
O 1.84890 0.11382 0.77465
H -0.74132 0.70962 -1.71545
H 0.93199 2.13200 -0.13392
H -0.88265 1.89095 0.09503
H 0.24188 -0.74034 -0.04572
H -0.11025 -0.09112 1.38006
H 2.29945 -0.19255 -0.01575
O 3.21161 -1.31090 -1.35615
C 4.63950 -1.13134 -1.27964
C 4.86211 -1.25891 0.31818
O 6.15611 -0.95681 0.72548
H 2.91226 -1.51634 -2.24485
H 5.24019 -1.89028 -1.78092
H 4.90870 -0.17473 -1.72744
H 4.36459 -2.01848 0.92119
H 4.34350 -0.34029 0.59256
H 6.29862 -0.64641 1.62266
O 1.55308 4.49892 3.54295
C 1.35405 3.11476 3.28840
C 2.60890 2.25040 3.29151
O 3.31909 2.24198 4.54098
H 0.94825 5.02172 3.01147
H 0.48311 2.85293 3.88923
H 0.95716 3.12882 2.27332
H 3.39892 2.63077 2.64399
H 2.36287 1.24055 2.96322
H 3.40892 3.16115 4.80301
O 1.66073 6.03032 -3.41729
C 0.34066 5.47082 -3.23323
C 0.53544 4.11709 -2.69049
O 0.59291 3.20394 -3.65999
H 2.40103 5.42614 -3.32499
H -0.13988 6.10268 -2.48628
H -0.23129 5.43989 -4.16060
H -0.38327 3.91324 -2.14047
H 1.42982 4.10578 -2.06756
H 0.54880 2.34296 -3.23765
O -2.16627 -0.49204 -1.51158
C -2.90906 -0.45416 -2.74666
C -3.61786 0.97757 -2.96664
O -2.52693 1.94672 -2.96363
H -2.53538 -1.21830 -1.00375
H -2.20944 -0.59637 -3.57031
H -3.76093 -1.13316 -2.78381
H -4.27581 1.16300 -2.11764
H -4.30374 0.97359 -3.81379
H -2.22146 1.95300 -2.05355
O -3.09944 2.05154 2.63798
C -3.08888 1.31318 1.40365
C -4.28309 0.37435 1.36131
O -5.39421 1.05302 0.83479
H -3.72558 2.77816 2.67744
H -3.02701 1.97927 0.54307
H -2.22912 0.64322 1.41171
H -4.64156 0.11818 2.35830
H -4.15691 -0.55039 0.79826
H -5.42198 1.92969 1.22501
O 2.65439 -2.27138 -3.70453
C 1.76545 -3.32367 -3.54041
C 0.75831 -3.20428 -2.36598
O -0.24046 -2.24368 -2.73448
H 2.82027 -2.05858 -4.62583
H 1.18273 -3.31003 -4.46146
H 2.27963 -4.28298 -3.48179
H 1.13504 -3.02027 -1.35984
H 0.23482 -4.15991 -2.33715
H 0.12801 -1.36141 -2.64827
C 0.25760 -2.27714 4.04308
C -1.25028 -1.96816 4.36163
O -1.68585 -1.07461 3.26443
H 0.66911 -2.94766 4.79750
H 0.94941 -1.44116 3.93994
H 0.33292 -2.87294 3.13344
H -1.36104 -1.34372 5.24815
H -1.80920 -2.89383 4.49888
H -1.96579 -0.25218 3.67291


2.
90
Properties=species:S:1:pos:R:3 method="wB97M-V/def2-TZVPD" multiplicity=1 lumo_energy_ev=0.077 relative_energy_kj_mol=65.42 homo_ev=-9.67 smiles=OCCO.OCCO.OCCO.OCCO.OCCO.OCCO.OCCO.OCCO.OCCO total_charge=0
O 0.62627 0.88181 0.47048
C 0.10728 0.56231 -0.75097
C -1.25460 1.19697 -0.87282
O -1.16044 2.59577 -0.94280
H 1.50878 0.43075 0.60061
H 0.72176 0.86898 -1.61998
H 0.03315 -0.52925 -0.92368
H -1.88770 0.99876 -0.00642
H -1.77277 0.84264 -1.76037
H -1.11134 2.94646 -0.03806
O -6.69981 3.78096 0.18748
C -5.28267 3.91936 -0.14573
C -4.49859 2.69444 0.19626
O -3.97704 2.83634 1.46156
H -6.85249 4.19507 1.04104
H -5.17752 4.10792 -1.21539
H -4.84232 4.77189 0.39181
H -3.68536 2.52174 -0.52047
H -5.21045 1.85843 0.14961
H -3.58079 1.99225 1.75613
O -2.73368 0.41754 2.38662
C -1.77005 0.59325 3.42882
C -1.31265 2.01348 3.48649
O -0.50026 2.41975 2.41232
H -3.29903 -0.31046 2.67538
H -2.17258 0.31563 4.41081
H -0.92861 -0.08161 3.21698
H -0.81182 2.16491 4.45714
H -2.19894 2.66595 3.52571
H -0.27394 1.65249 1.82212
O 4.26823 2.34379 3.43562
C 3.18129 2.65784 2.61551
C 2.87431 4.07185 2.65283
O 3.87596 4.77958 1.91185
H 5.06737 2.50000 2.92172
H 3.38182 2.26379 1.62227
H 2.33764 2.12534 3.06200
H 2.81005 4.42684 3.68596
H 1.88580 4.24233 2.20116
H 3.98857 5.65113 2.30068
O -2.32513 7.45561 -2.83152
C -2.48768 7.01603 -1.51605
C -2.25962 5.57001 -1.40993
O -0.90881 5.38080 -1.63983
H -1.42821 7.22346 -3.10305
H -1.79443 7.53800 -0.84439
H -3.49770 7.30092 -1.22895
H -2.87089 5.03116 -2.13357
H -2.49423 5.24801 -0.38351
H -0.72128 4.46563 -1.34531
O 2.93761 -6.19599 -1.14539
C 1.84381 -5.75633 -0.40842
C 0.62721 -5.77561 -1.27242
O 0.46943 -4.58004 -2.05238
H 3.06343 -5.53784 -1.87282
H 1.69643 -6.46264 0.40628
H 2.07198 -4.75658 -0.02777
H -0.25780 -5.92570 -0.63989
H 0.67230 -6.63647 -1.93895
H 0.61937 -4.80979 -2.97731
O -4.16943 -6.85403 -2.57291
C -4.46498 -5.54862 -2.04305
C -3.22158 -4.88199 -1.54774
O -2.40224 -4.40308 -2.63916
H -4.92797 -7.12328 -3.09795
H -4.96581 -4.93599 -2.80544
H -5.14821 -5.64891 -1.18095
H -2.62365 -5.59010 -0.94764
H -3.50853 -4.05562 -0.87704
H -1.50223 -4.26754 -2.28869
O 3.15069 -1.58121 -1.86988
C 4.37905 -2.07257 -2.38559
C 4.54693 -3.57803 -2.29955
O 3.65895 -4.36588 -3.17831
H 2.37929 -1.96817 -2.30314
H 4.57393 -1.76016 -3.42562
H 5.20453 -1.69855 -1.77048
H 4.39387 -3.90386 -1.27190
H 5.58288 -3.85518 -2.56954
H 3.92031 -4.15369 -4.08296
O 4.23551 -2.69863 1.28357
C 4.34793 -1.69696 2.26994
C 3.19714 -0.74350 2.05945
O 3.16161 -0.26902 0.70882
H 5.11114 -2.87537 0.94193
H 4.35326 -2.14676 3.26179
H 5.29051 -1.16286 2.09174
H 3.26563 0.06936 2.77147
H 2.29325 -1.34094 2.31689
H 3.25958 -1.06855 0.12685


Short version: max |F| = 3.82, 2.44 eV/Å, in the order given.
Short version: electronic energy = -1997.02501, -2072.37781 Eh, in the order given.